DFT (wB97M-V/def2-TZVPD) results for a molecular structure, C29H35Cl3MnN4O2P2.

Properties
charge	0
lowest unoccupied orbital energy (spin up / spin down)	-0.34 / -1.26	eV
2S+1	6
energy above the lowest of the compared OMol25 structures with the same formula, charge and spin	0.0	kcal per mole
Kohn-Sham gap (spin up / spin down)	6.44 / 7.37	eV

Cartesian coordinates (Å):
1 Mn 3.94834 2.69934 1.44040
2 C 4.62359 0.54250 2.01695
3 C 3.93978 0.61108 0.79909
4 C 2.47985 0.24440 0.57801
5 C 1.45344 1.38472 0.74041
6 C 1.82551 2.45156 1.74189
7 C 2.45077 2.19623 2.97754
8 C 2.65006 0.83477 3.59547
9 C 4.06106 0.23454 3.35587
10 C 3.67431 4.70370 1.72121
11 H 5.71703 0.43948 1.95633
12 H 4.56634 0.57004 -0.10963
13 H 2.17204 -0.62254 1.19373
14 H 2.41774 -0.10892 -0.46897
15 H 1.30850 1.86482 -0.24388
16 H 0.46527 0.95336 0.99654
17 H 1.30971 3.40792 1.61831
18 H 2.57864 3.04528 3.66301
19 H 1.88450 0.11842 3.25961
20 H 2.51690 0.93684 4.68734
21 H 4.75191 0.61794 4.12916
22 H 4.03859 -0.85852 3.53052
23 H 4.63443 5.01929 2.17121
24 H 2.82926 4.90470 2.39700
25 H 3.54356 5.23021 0.75783
26 P -3.43186 0.09155 -0.78070
27 P -1.32749 -1.76102 -2.23921
28 N -4.05735 0.22362 0.84403
29 N -4.89484 0.84350 -1.49528
30 N -0.71871 -2.96887 -1.10437
31 N -0.84858 -2.67417 -3.66271
32 C -3.90932 -1.68622 -1.07719
33 C -3.11569 -2.29334 -2.24845
34 C -3.28781 0.64641 1.93961
35 C -4.04224 0.49498 3.09402
36 C -5.32076 -0.03471 2.70772
37 C -5.29619 -0.20347 1.33164
38 C -4.82272 1.99853 -2.28943
39 C -6.06431 2.21139 -2.88514
40 C -6.93183 1.15049 -2.45628
41 C -6.18949 0.32925 -1.62058
42 C 0.23520 -2.63911 -0.13205
43 C 0.35238 -3.68740 0.76759
44 C -0.57032 -4.70535 0.35798
45 C -1.21939 -4.23112 -0.77727
46 C -0.92135 -4.05190 -3.91147
47 C -0.65439 -4.28093 -5.25225
48 C -0.44174 -2.99942 -5.86975
49 C -0.57986 -2.03457 -4.88497
50 H -4.98046 -1.80995 -1.29678
51 H -3.69642 -2.20628 -0.12468
52 H -3.21408 -3.38963 -2.22509
53 H -3.49893 -1.94396 -3.22681
54 H -2.27135 0.98408 1.77893
55 H -3.72414 0.70313 4.10771
56 H -6.15213 -0.28925 3.35401
57 H -6.05745 -0.61256 0.68759
58 H -3.89429 2.54365 -2.36176
59 H -6.32844 3.01684 -3.54838
60 H -7.96411 0.99913 -2.72943
61 H -6.49946 -0.58759 -1.14092
62 H 0.71861 -1.67201 -0.17399
63 H 1.01989 -3.72659 1.62473
64 H -0.73776 -5.66334 0.83619
65 H -1.99604 -4.69930 -1.36416
66 H -1.15526 -4.76004 -3.13335
67 H -0.63045 -5.24743 -5.73535
68 H -0.22876 -2.82636 -6.91422
69 H -0.52796 -0.95601 -4.92431
70 Cl 9.49960 3.86262 0.40723
71 C 8.28740 3.33380 1.58242
72 Cl 8.70023 1.70553 2.20045
73 Cl 8.18366 4.50671 2.92203
74 C 6.79802 3.22430 0.94683
75 O 6.63746 3.45776 -0.25063
76 O 5.93012 2.89348 1.84128

Forces on atoms 1 to 6 (eV/Å):
2.377 2.611 -0.697
-0.156 -1.987 -2.455
1.124 -2.020 1.114
-0.309 -0.402 -0.278
-0.310 0.045 -0.398
-0.426 -0.671 2.263

DFT (wB97M-V/def2-TZVPD) results for a molecular structure, C29H35F3IrN3O5S2Si.

Properties
charge	-1
lowest unoccupied orbital energy (spin up / spin down)	2.54 / 1.19	eV
2S+1	2
Kohn-Sham gap (spin up / spin down)	7.41 / 6.03	eV

Cartesian coordinates (Å):
1 Ir 1.29580 -0.04796 -0.21339
2 O 0.74128 -3.96027 -0.65332
3 C 1.70232 -4.25616 -1.64876
4 C 1.36793 -3.64055 -3.00117
5 C 1.21411 -2.12055 -3.01233
6 C 2.44443 -1.30447 -2.72832
7 C 3.64694 -1.59885 -3.40599
8 C 4.81526 -0.85511 -3.16528
9 C 4.74917 0.23625 -2.36712
10 C 3.47627 0.64438 -1.75572
11 N 2.35874 -0.27437 -1.91716
12 H 1.01078 -3.12076 -0.24346
13 H 1.71975 -5.34341 -1.76052
14 H 2.70191 -3.94630 -1.32262
15 H 0.42079 -4.06161 -3.34925
16 H 2.13386 -3.95882 -3.71667
17 H 0.43048 -1.80860 -2.32778
18 H 0.88780 -1.82552 -4.01590
19 H 3.66388 -2.44794 -4.07398
20 H 5.74955 -1.15251 -3.62406
21 H 5.61077 0.85822 -2.16459
22 H 3.16933 1.60937 -2.16710
23 C -0.73222 -0.58803 -0.75989
24 Si -1.89414 0.01244 0.54231
25 C -0.83745 -0.28245 2.07505
26 N 0.54896 0.23713 1.92011
27 C 1.41774 -0.43402 2.93394
28 C 1.28928 0.20676 4.31028
29 C 1.86712 1.63317 4.28288
30 C 1.82352 2.18576 2.85522
31 C 0.55680 1.72306 2.15822
32 C -2.60116 1.76414 0.60667
33 C -3.01096 2.47432 -0.52087
34 C -3.60132 3.72692 -0.41165
35 C -3.82011 4.29010 0.83466
36 C -3.45283 3.58813 1.97541
37 C -2.85261 2.34435 1.85617
38 C -3.42376 -1.08910 0.72153
39 C -3.86944 -1.86399 -0.34975
40 C -5.00161 -2.66158 -0.24389
41 C -5.70948 -2.70737 0.94818
42 C -5.28198 -1.94825 2.02942
43 C -4.15476 -1.14800 1.91057
44 H -0.93557 -0.20638 -1.76148
45 H -0.87379 -1.67756 -0.78527
46 H -0.76011 -1.37437 2.11356
47 H -1.26139 0.03302 3.03497
48 H 2.45286 -0.37623 2.60207
49 H 1.14975 -1.48732 2.94681
50 H 1.81470 -0.41472 5.03775
51 H 0.24170 0.22237 4.62057
52 H 2.89444 1.63819 4.65298
53 H 1.28727 2.27919 4.94772
54 H 2.69229 1.86100 2.28527
55 H 1.84454 3.27644 2.85720
56 H 0.41782 2.22832 1.20273
57 H -0.30082 1.97945 2.79023
58 H -2.85665 2.05679 -1.50634
59 H -3.86958 4.26640 -1.31110
60 H -4.27205 5.27084 0.92053
61 H -3.62727 4.01317 2.95692
62 H -2.58028 1.81703 2.76373
63 H -3.31668 -1.84666 -1.28276
64 H -5.32714 -3.25316 -1.09104
65 H -6.59050 -3.33150 1.03565
66 H -5.82934 -1.97862 2.96404
67 H -3.84608 -0.55141 2.76342
68 S 3.50569 0.96506 0.06417
69 O 4.16750 -2.95092 0.70996
70 C 3.18864 -2.29215 0.56075
71 N 2.15484 -1.71714 0.45700
72 F 1.75272 1.77134 -4.07842
73 C 1.30415 2.93381 -3.57695
74 F 2.36996 3.62873 -3.15004
75 F 0.74983 3.61796 -4.58330
76 S 0.06675 2.66864 -2.23320
77 O -0.92871 1.87521 -2.90973
78 O -0.28763 4.00743 -1.85680
79 O 0.83740 1.95983 -1.20173

Forces on atoms 1 to 6 (eV/Å):
0.025 1.421 0.504
-0.060 -0.040 -0.202
-0.047 0.018 0.067
-0.007 -0.016 -0.020
-0.006 -0.055 0.048
-0.203 0.217 -0.040

DFT (wB97M-V/def2-TZVPD) results for a molecular structure, C29H35F4N3O3P2PtS.

Properties
charge	+2
lowest unoccupied orbital energy	-9.25	eV
2S+1	1
energy above the lowest of the compared OMol25 structures with the same formula, charge and spin	48.8	kcal per mole
Kohn-Sham gap	4.67	eV

Cartesian coordinates (Å):
1 Pt -0.04936 -0.24718 -0.09824
2 C -2.25776 -3.70474 0.96544
3 C -2.31571 -2.30207 1.54197
4 N -1.02749 -1.55518 1.69910
5 C 0.02020 -2.44188 2.28711
6 C 0.68744 -3.40963 1.31561
7 C -1.30942 -0.44811 2.64223
8 C -2.21406 0.58130 2.02113
9 N -1.63443 1.10609 0.77775
10 C -2.00812 2.31939 0.35198
11 C -1.23400 3.06859 -0.59152
12 F -0.11398 2.56376 -1.10079
13 C -1.58048 4.34029 -0.97710
14 F -0.79015 4.97744 -1.83167
15 C -2.71478 4.96271 -0.48450
16 C -3.52140 4.26205 0.39923
17 F -4.63684 4.80962 0.84954
18 C -3.20499 2.98304 0.79063
19 F -4.07561 2.34255 1.56356
20 H -3.27163 -4.02407 0.72184
21 H -1.64020 -3.77720 0.07507
22 H -1.86755 -4.41633 1.68870
23 H -2.98509 -1.67343 0.96199
24 H -2.76106 -2.37717 2.54064
25 H 0.76761 -1.78503 2.73129
26 H -0.44719 -2.99094 3.11248
27 H 0.69704 -3.00908 0.29756
28 H 1.72117 -3.55034 1.60617
29 H 0.20894 -4.38329 1.29116
30 H -1.80262 -0.83062 3.54281
31 H -0.37624 0.01666 2.94386
32 H -3.22404 0.20096 1.86244
33 H -2.30449 1.41361 2.71925
34 H -2.97604 5.96694 -0.79173
35 C 2.62358 1.37908 -1.74400
36 P 1.38731 0.07805 -1.87272
37 C 2.28064 -1.44012 -2.26867
38 C 0.36092 0.49574 -3.30398
39 C 0.80546 1.23007 -4.39726
40 C -0.07501 1.51427 -5.43035
41 C -1.38711 1.06394 -5.37996
42 C -1.83641 0.32685 -4.29425
43 C -0.96300 0.04976 -3.24771
44 P -1.44211 -0.91056 -1.77880
45 C -1.51467 -2.61983 -2.37662
46 C -3.18149 -0.47775 -1.52221
47 H 2.14081 2.34386 -1.60383
48 H 3.19179 1.38460 -2.67560
49 H 3.31518 1.17576 -0.92940
50 H 2.82119 -1.28143 -3.20357
51 H 1.60585 -2.28619 -2.38312
52 H 2.99769 -1.66187 -1.48055
53 H 1.82502 1.58694 -4.45551
54 H 0.26470 2.09452 -6.27775
55 H -2.06810 1.29383 -6.18842
56 H -2.86369 -0.01346 -4.28127
57 H -1.93987 -2.55330 -3.37986
58 H -2.15719 -3.24406 -1.76214
59 H -0.52818 -3.07448 -2.44465
60 H -3.72624 -0.71737 -2.43541
61 H -3.28892 0.58317 -1.30836
62 H -3.62337 -1.06161 -0.71865
63 O 4.63317 -0.74614 0.05495
64 S 3.74924 -1.14139 1.11333
65 O 3.63764 -2.53101 1.42278
66 N 2.24542 -0.46893 0.78985
67 C 1.98942 0.54389 1.60660
68 O 0.90321 1.16711 1.45442
69 C 3.00005 0.77693 2.65735
70 C 2.98023 1.68685 3.69891
71 C 4.02241 1.63914 4.61801
72 C 5.04425 0.70224 4.49548
73 C 5.06510 -0.21629 3.44819
74 C 4.02859 -0.14641 2.54495
75 H 2.18163 2.41105 3.78870
76 H 4.04134 2.33769 5.44336
77 H 5.83712 0.68275 5.23099
78 H 5.85876 -0.94463 3.35175

Forces on atoms 1 to 6 (eV/Å):
-0.937 -0.415 0.184
0.043 -0.004 -0.036
0.000 -0.026 -0.006
-0.064 0.423 0.092
0.040 -0.012 -0.012
-0.052 0.015 -0.050

Here are the calculated E_tot numbers, same order: -128157.46826, -85891.95561, -84767.30426 (eV).